1.
Below is a 8-piece molecular cluster, C35H73N3O13P3 overall in a non-equilibrium geometry, with properties calculated with ωB97M-V with the def2-TZVPD basis set.

Properties
Frontier orbital gap (eV): 6.33
HOMO energy (eV): -4.44
E_tot (Ha): -3543.779469
Strongest force on any atom (eV/Å): 1.51

Structure (ORCA input):
```
! wB97M-V def2-TZVPD RIJCOSX def2/J DEFGRID3
* xyz -1 1
H -0.36 3.57 -2.81
P 1.64 5.13 -2.23
C 9.63 6.77 1.75
H 11.72 7.31 2.23
H 7.47 -2.27 -0.97
H 8.45 -1.64 2.67
O 10.29 4.75 0.73
H 2.51 4.53 -3.18
C 5.46 3.22 -0.47
H -8.53 -10.14 4.02
H -8.68 -5.21 2.86
C -3.56 0.75 -0.21
P 0.18 3.53 -1.50
H -2.88 4.87 -1.34
H 9.10 7.71 1.56
O -1.99 3.06 -6.16
H 12.29 5.20 0.57
C -7.51 -9.82 4.28
H -1.82 0.25 -6.33
C 8.08 -2.60 -0.12
C -1.80 -3.87 1.74
C -9.13 -3.60 1.47
H 6.30 -2.76 2.70
C -7.53 -8.72 5.33
H 0.85 3.51 -0.23
H -4.33 2.43 -2.61
H -4.03 0.73 -7.26
H 9.47 6.50 2.80
H -3.62 2.13 -5.35
H -6.59 -8.70 5.88
C 7.25 -3.46 0.83
H -2.02 -5.94 2.30
H 8.96 -3.12 -0.51
H -1.43 0.42 -8.04
C -6.79 -7.84 3.26
H -3.86 -4.79 0.15
H -4.93 -3.50 1.86
H -1.97 5.55 2.52
H -3.35 1.93 -8.38
H -3.98 3.39 -6.56
O -0.95 2.38 -0.89
C -1.07 2.21 -6.83
O -0.90 4.80 -1.02
H -7.21 -5.59 -0.34
H 5.13 2.93 0.53
H -3.08 -0.73 0.86
C -2.25 2.86 -0.93
O -4.62 0.47 -0.71
H -4.07 2.73 0.20
H 11.71 4.89 2.22
H 8.31 5.10 1.22
C -3.69 -5.16 1.17
H -10.15 -3.59 1.84
C -1.52 5.03 1.68
H -1.69 3.12 2.69
C -4.08 -4.10 2.18
C -3.14 2.17 0.10
C -7.65 -7.47 4.46
H -0.95 -3.79 2.42
O -2.66 -0.21 0.16
O -6.89 -9.26 3.12
H -8.35 -8.83 6.04
C -2.19 -5.31 1.43
N 1.02 6.46 -2.84
H -5.74 -7.58 3.44
H -9.54 -5.28 0.17
C -7.46 -4.68 0.19
H -3.03 5.74 0.54
H -6.87 -3.86 -0.23
C 7.78 3.08 -0.84
H 7.69 1.09 -1.75
H 6.52 -4.08 0.32
H -8.80 -2.56 1.36
C -1.84 0.94 -7.17
H 5.63 2.26 -2.40
O -7.12 -4.83 1.57
H -4.26 -6.09 1.29
H -0.43 3.15 1.45
H -1.64 -5.72 0.59
C -3.26 1.48 -7.38
C 5.72 2.00 -1.34
C 11.46 5.37 1.26
H -7.10 -7.36 2.33
C 2.02 1.62 -1.31
H 4.72 3.90 -0.90
C -2.17 4.40 -0.64
O -2.94 -3.26 2.35
H 11.29 7.39 0.52
C 7.77 -1.38 1.85
H 8.61 3.11 -0.15
H 2.42 5.44 -1.08
H -8.69 -7.33 4.14
C 11.12 6.84 1.45
C -0.93 3.74 2.21
H -0.22 2.03 -6.17
H -0.71 5.68 1.31
C -3.31 2.56 -6.31
H -4.33 -4.55 3.15
C -8.18 -4.36 2.40
C 9.17 5.64 0.84
H 7.91 -4.11 1.42
H 1.31 6.60 -3.80
H -0.71 2.71 -7.74
C 7.18 1.68 -1.00
H -2.58 3.55 -3.51
O 6.72 3.91 -0.36
O 2.73 1.12 -0.52
H 7.42 -0.36 1.99
N 1.29 2.13 -2.13
H 8.92 6.02 -0.16
H -1.56 -3.32 0.82
H -9.23 -3.78 -0.72
H 7.23 1.14 -0.05
H -7.32 -6.55 4.95
C -8.95 -4.36 0.16
H -6.95 -10.70 4.59
H 8.12 3.47 -1.81
O -2.37 1.22 -3.15
C 6.63 -2.39 1.73
H -7.77 -3.73 3.19
P -2.92 2.50 -2.64
H 5.04 1.19 -1.13
N -2.57 4.86 0.68
O 8.49 -1.46 0.62
H -0.19 3.98 2.98
H 5.77 -1.93 1.24
H -2.65 2.16 1.06
*
```

=====

2.
Below is C22H28ClN3O2S in the gas phase, with properties calculated with ωB97M-V with the def2-TZVPD basis set.

Properties
Energy relative to the best compared isomer or geometry (same formula, charge and spin) (kcal per mole): 4.4
Structure (SMILES): O=C(CSc1c2c(nc3cc(Cl)ccc13)CCCC2)NCCCN1CCOCC1
Frontier orbital gap (eV): 8.46
HOMO energy (eV): -8.47
E_tot (Ha): -2028.291269
Strongest force on any atom (eV/Å): 0.82

Structure (ORCA input):
```
! wB97M-V def2-TZVPD RIJCOSX def2/J DEFGRID3
* xyz 0 1
C -2.04 0.12 1.07
C 0.22 1.69 -1.95
H 4.07 -3.17 0.85
H 0.60 0.58 -0.17
O -3.16 4.12 -1.22
H 3.26 0.29 0.54
C -0.48 -2.98 -0.04
H -3.03 -0.29 0.91
H -0.42 1.95 3.49
C 1.04 -2.01 1.56
H 1.67 -6.18 -0.33
H 3.07 1.14 -1.87
H -2.28 1.20 -2.61
C -3.35 2.80 -1.66
H 0.26 -0.32 3.75
H -0.53 4.31 -1.83
C 3.22 -1.57 -0.30
H -1.73 -3.87 -1.53
H 2.05 -0.30 -2.08
C -1.04 -0.99 0.97
H -1.89 2.82 -3.24
O 2.94 -2.28 -1.24
H -2.29 3.58 0.57
H -2.62 1.72 2.39
C 3.80 -2.12 0.98
S 2.63 -1.94 2.39
C 1.10 -5.27 -0.25
C -1.94 0.86 2.40
H 2.32 -4.43 1.26
C -0.51 1.32 2.60
H -1.84 0.82 0.25
H 4.68 -1.55 1.29
C 0.15 -0.98 1.75
N -0.99 2.29 -1.40
C 0.41 0.11 2.75
N 3.04 -0.23 -0.30
H -1.96 5.23 -0.04
H 0.02 3.71 -0.24
C 0.72 -3.10 0.72
C 1.16 1.24 -0.83
C -0.83 -3.99 -0.95
H -0.07 0.81 -2.52
C -2.07 4.18 -0.32
N -1.31 -1.93 0.10
C -2.10 2.24 -2.33
H -0.20 1.92 1.74
C -0.04 -5.10 -1.05
Cl -0.46 -6.36 -2.16
H -3.63 2.16 -0.81
H 1.46 0.41 2.70
C 1.47 -4.28 0.62
C 2.37 0.47 -1.37
H 1.51 2.09 -0.26
H 0.74 2.38 -2.63
C -0.79 3.66 -0.97
H -4.18 2.83 -2.37
H -2.24 0.20 3.22
*
```

=====

3.
Below is an isolated ion of composition FH3O3P and charge +1 in a non-equilibrium geometry, with properties calculated with ωB97M-V with the def2-TZVPD basis set.

Properties
Energy relative to the best compared isomer or geometry (same formula, charge and spin) (kcal per mole): 39.8
Frontier orbital gap (eV): 13.17
HOMO energy (eV): -18.43
E_tot (Ha): -668.530532
Strongest force on any atom (eV/Å): 7.59

Structure (ORCA input):
```
! wB97M-V def2-TZVPD RIJCOSX def2/J DEFGRID3
* xyz 1 1
H -1.50 0.68 -1.35
O -0.60 0.31 -1.38
H -0.79 0.24 2.05
H 1.89 -0.47 0.61
O -0.76 0.60 1.16
F -1.16 -1.66 0.24
O 1.40 -0.97 0.01
P -0.31 -0.30 0.00
*
```

=====

4.
Below is a 2-piece molecular cluster, C3H8NO overall in a non-equilibrium geometry, with properties calculated with ωB97M-V with the def2-TZVPD basis set.

Properties
Energy relative to the best compared isomer or geometry (same formula, charge and spin) (kcal per mole): 70.2
Frontier orbital gap (eV): 5.74
HOMO energy (eV): -1.99
E_tot (Ha): -248.974664
Strongest force on any atom (eV/Å): 4.57

Structure (ORCA input):
```
! wB97M-V def2-TZVPD RIJCOSX def2/J DEFGRID3
* xyz -1 1
H -0.12 1.03 2.24
H -1.29 1.15 -3.23
C 0.83 -1.11 0.29
H 0.38 -0.07 3.38
H 0.10 -0.02 -2.79
C 0.02 -0.02 2.36
H 1.34 -2.08 0.11
H -0.07 -0.86 -0.22
N 1.14 -0.51 1.43
H -1.15 0.32 -1.66
O 0.26 1.89 -1.75
H -0.92 -0.58 2.21
C -0.52 0.86 -2.38
*
```

=====

5.
Below is C2H4NP as an isolated structure in a non-equilibrium geometry, with properties calculated with ωB97M-V with the def2-TZVPD basis set.

Properties
Energy relative to the best compared isomer or geometry (same formula, charge and spin) (kcal per mole): 105.8
Frontier orbital gap (eV): 7.57
HOMO energy (eV): -8.12
E_tot (Ha): -474.505071
Strongest force on any atom (eV/Å): 2.44

Structure (ORCA input):
```
! wB97M-V def2-TZVPD RIJCOSX def2/J DEFGRID3
* xyz 0 1
H -1.63 1.10 0.08
C -0.92 0.31 0.36
H 1.53 1.30 -0.71
H 0.50 -1.84 -0.01
H -1.00 0.41 1.52
P 1.35 0.25 0.31
C -0.58 -0.46 -0.89
N 0.74 -1.05 -0.67
*
```

=====

6.
Below is an isolated ion of composition C5H14NSi and charge +1 in a non-equilibrium geometry, with properties calculated with ωB97M-V with the def2-TZVPD basis set.

Properties
Energy relative to the best compared isomer or geometry (same formula, charge and spin) (kcal per mole): 127.7
Frontier orbital gap (spin up / spin down) (eV): 7.84 / 9.62
HOMO energy (spin up / spin down) (eV): -12.79 / -14.05
E_tot (Ha): -542.744439
Strongest force on any atom (eV/Å): 4.04

Structure (ORCA input):
```
! wB97M-V def2-TZVPD RIJCOSX def2/J DEFGRID3
* xyz 1 1
H 0.48 -0.94 2.56
H 1.23 -2.90 -0.51
H 0.41 -2.93 1.12
Si -0.29 -0.80 0.16
C 0.21 -2.69 0.07
H -0.42 -3.44 -0.26
H 1.40 0.09 -1.60
H 1.95 0.24 0.09
N 0.75 1.86 -0.43
C -0.15 2.50 -1.36
H -1.20 -1.09 2.48
H 0.39 1.84 0.54
H 1.81 2.31 -0.54
H -1.80 -0.33 -1.80
C -1.82 -0.22 -0.66
C -0.38 -0.51 2.12
H 0.27 2.70 -2.43
H -2.88 -0.05 -0.31
H -0.40 0.57 2.48
H -1.02 3.04 -1.04
C 1.06 0.38 -0.60
*
```

=====

7.
Below is C4H4N2O as an isolated structure in a non-equilibrium geometry, with properties calculated with ωB97M-V with the def2-TZVPD basis set.

Properties
Energy relative to the best compared isomer or geometry (same formula, charge and spin) (kcal per mole): 131.4
Frontier orbital gap (eV): 10.28
HOMO energy (eV): -9.87
E_tot (Ha): -339.372340
Strongest force on any atom (eV/Å): 6.45

Structure (ORCA input):
```
! wB97M-V def2-TZVPD RIJCOSX def2/J DEFGRID3
* xyz 0 1
C 1.05 0.58 -0.08
C 1.03 -0.75 -0.02
C -2.62 -0.01 0.23
H -0.96 -0.10 -1.60
O -3.55 -0.04 -0.51
H 1.64 -1.60 -0.23
H 1.70 1.38 -0.36
H -2.71 0.04 1.33
N -0.28 -0.77 0.62
N -0.25 0.70 0.56
C -1.19 -0.05 -0.20
*
```

=====

8.
Below is a 4-piece molecular cluster, C7H15Cl6O overall in a non-equilibrium geometry, with properties calculated with ωB97M-V with the def2-TZVPD basis set.

Properties
Energy relative to the best compared isomer or geometry (same formula, charge and spin) (kcal per mole): 19.1
Frontier orbital gap (eV): 4.96
HOMO energy (eV): -2.34
E_tot (Ha): -3112.065416
Strongest force on any atom (eV/Å): 3.11

Structure (ORCA input):
```
! wB97M-V def2-TZVPD RIJCOSX def2/J DEFGRID3
* xyz -1 1
H 3.40 -0.37 1.47
C -2.28 2.78 0.19
H 4.70 -2.53 -0.48
Cl 4.39 -2.38 2.23
C -3.02 2.17 1.39
H 1.46 0.33 -0.25
H 5.06 -0.58 1.10
C -2.86 -2.07 -0.59
C 4.11 -1.10 1.09
Cl -2.45 -3.69 0.02
Cl -0.67 -2.15 -2.39
O 1.85 1.57 -1.83
Cl 2.32 -2.38 -0.35
H 4.00 -0.96 -1.05
H -1.28 3.17 0.34
H -1.87 -0.39 -1.56
H -0.94 -1.03 -0.22
H -3.51 -1.64 0.17
H -2.16 2.09 -0.65
H -3.35 2.88 2.15
Cl -2.11 0.90 2.11
H 1.89 2.00 0.25
C 1.37 1.39 -0.49
H -3.58 -2.23 -1.40
Cl -3.25 4.05 -0.63
C -1.60 -1.31 -1.05
C 3.97 -1.74 -0.29
H 0.32 1.59 -0.31
H -3.90 1.63 1.03
*
```

=====

9.
Below is CH4N2O2 in the gas phase in a non-equilibrium geometry, with properties calculated with ωB97M-V with the def2-TZVPD basis set.

Properties
Energy relative to the best compared isomer or geometry (same formula, charge and spin) (kcal per mole): 147.2
Structure (SMILES): NCON=O
Frontier orbital gap (eV): 9.91
HOMO energy (eV): -10.16
E_tot (Ha): -300.253070
Strongest force on any atom (eV/Å): 11.70

Structure (ORCA input):
```
! wB97M-V def2-TZVPD RIJCOSX def2/J DEFGRID3
* xyz 0 1
O 1.59 2.43 0.79
H -1.79 0.02 -1.27
N 1.24 2.10 -0.41
H -2.03 -1.28 -0.40
H -0.51 1.02 1.22
H 0.16 -0.69 0.82
C -0.15 0.24 0.45
N -1.16 -0.53 -0.61
O 0.97 0.95 -0.38
*
```

=====

10.
Below is C5H15CaCl2INNaO15P3S as an isolated structure in a non-equilibrium geometry, with properties calculated with ωB97M-V with the def2-TZVPD basis set.

Properties
Frontier orbital gap (eV): 2.13
HOMO energy (eV): -7.36
E_tot (Ha): -4862.718926
Strongest force on any atom (eV/Å): 4.80

Structure (ORCA input):
```
! wB97M-V def2-TZVPD RIJCOSX def2/J DEFGRID3
* xyz 1 1
O 6.19 0.53 -3.86
O 4.80 -0.99 -1.82
O -3.16 2.24 1.94
H -3.20 -2.04 0.36
H -3.47 -1.91 -2.55
H -0.44 0.86 4.80
S -1.89 2.09 2.54
P 3.93 -1.41 -2.90
H -1.97 0.09 5.25
H -2.26 -3.16 -2.92
H -0.37 -3.57 -1.25
C -2.82 -2.67 -2.12
H -3.46 -3.42 -1.65
C -0.97 -3.10 -0.47
O -1.83 0.67 3.31
Cl 2.04 -3.31 -2.29
P 2.51 0.97 -3.04
H -1.28 -1.27 -1.56
O -2.64 -1.39 -0.08
H 0.32 0.41 -3.00
O -5.32 -0.14 3.17
Na -2.28 -0.79 6.53
I 2.59 2.17 -0.91
P 6.02 -0.77 -4.79
H -0.30 -2.64 0.26
H -1.54 -3.87 0.05
C -2.10 2.24 5.01
N 0.79 4.21 0.70
O 0.78 1.17 -3.42
H -4.79 0.62 2.89
O 4.43 -1.15 -4.37
O 3.60 -2.98 -2.86
H -3.18 2.20 5.15
Ca -0.29 2.66 -2.60
C -1.53 0.87 4.67
O -0.70 2.25 1.79
C -1.89 -2.05 -1.09
O -1.82 3.01 3.84
H 7.07 0.92 -3.97
O 2.50 -0.64 -2.80
H -1.63 2.70 5.88
Cl 7.14 -2.17 -3.80
O 0.17 4.68 1.60
O 0.35 4.25 -0.51
O 1.90 3.63 0.90
*
```

=====

11.
Below is C38H108FeN5O18 as an isolated structure in a non-equilibrium geometry, with properties calculated with ωB97M-V with the def2-TZVPD basis set.

Properties
Frontier orbital gap (spin up / spin down) (eV): 3.46 / 6.02
HOMO energy (spin up / spin down) (eV): -3.08 / -5.64
E_tot (Ha): -4403.865662
Strongest force on any atom (eV/Å): 5.49

Structure (ORCA input):
```
! wB97M-V def2-TZVPD RIJCOSX def2/J DEFGRID3
* xyz 0 6
H -15.39 -9.04 8.17
C -15.75 -8.05 8.41
H -16.88 -14.12 10.91
H -14.42 -4.35 14.77
C -10.58 -6.84 14.63
H -12.57 -7.64 3.42
C -16.48 -5.12 12.13
H -14.02 -4.01 6.07
C -17.29 -3.52 6.87
H -15.31 -7.24 7.81
H -10.06 -5.09 7.80
O -8.00 -6.33 8.51
O -17.53 -5.98 9.51
C -13.99 -7.39 10.15
O -14.72 2.66 11.12
N -16.14 -6.11 9.90
H -10.38 -6.81 7.62
O -12.81 -9.86 5.48
C -14.44 1.27 11.18
C -9.14 -6.38 9.29
O -18.99 -10.02 8.51
C -17.11 -13.29 10.25
H -14.71 -7.10 4.96
H -17.35 -5.47 6.24
H -14.02 -3.89 7.84
H -12.82 3.13 11.45
H -19.06 -2.50 9.12
C -10.27 -5.90 13.41
H -16.35 -6.11 12.57
H -19.69 -13.03 10.76
H -9.02 -5.61 10.05
H -22.24 -6.40 7.13
C -15.22 -7.29 2.87
H -13.76 -10.09 13.24
C -19.04 -12.64 11.55
H -15.13 -3.19 9.59
H -12.72 -6.07 3.93
H -20.62 -8.26 6.39
O -13.98 -12.02 13.48
O -14.16 -6.43 2.47
H -18.81 -10.61 9.25
C -18.56 -8.19 14.22
H -12.15 -5.82 8.37
H -7.41 -8.86 16.22
N -16.81 0.87 10.83
N -20.38 -10.57 11.49
O -11.48 -5.69 9.04
H -15.18 -10.82 12.56
H -11.29 -1.09 12.74
H -12.20 -4.47 14.65
H -9.61 -7.81 16.34
C -16.31 -8.39 10.80
O -19.69 -7.28 7.91
O -17.88 -4.84 6.72
C -14.16 -5.06 11.12
H -17.56 -5.09 12.02
C -12.86 -6.66 3.03
H -11.63 -0.59 11.18
H -16.02 -8.16 11.83
H -16.77 -8.21 8.06
H -13.51 -4.54 10.42
C -14.10 -10.95 12.66
H -21.31 -11.23 13.94
H -16.47 -3.49 7.60
H -13.82 -4.25 16.46
H -13.52 -2.24 12.29
H -18.73 -13.36 12.31
H -16.13 -12.89 9.99
H -12.57 -3.81 6.85
C -18.50 -10.54 7.25
H -10.85 -5.64 16.07
H -12.66 -7.88 5.91
H -19.59 -8.55 14.13
H -16.22 0.21 8.37
H -19.99 -12.29 14.33
H -14.01 -4.56 12.08
H -14.55 -11.91 14.24
H -15.05 -5.09 4.88
C -15.58 -6.94 4.33
H -12.47 -9.06 7.28
C -21.36 -6.16 6.54
H -14.16 4.46 11.82
C -13.01 -8.80 6.37
H -19.12 -2.51 6.46
H -19.66 -10.21 10.87
C -15.70 -5.00 10.80
H -14.44 0.92 12.21
O -19.14 -3.14 8.40
O -8.51 -8.15 14.68
H -13.47 1.00 10.75
H -17.50 -13.85 9.40
H -17.37 -8.50 10.61
H -21.70 -6.11 5.50
H -20.65 -9.71 11.96
H -12.07 -6.47 2.30
C -10.22 -6.02 8.35
H -14.28 -2.77 15.49
H -11.18 -5.98 12.81
H -10.15 -4.82 13.57
C -15.51 0.42 10.40
C -15.53 -7.48 9.84
H -14.45 0.14 8.64
N -11.42 -6.12 15.39
C -20.62 -11.95 13.51
C -18.40 -2.57 7.27
H -13.59 -11.14 11.72
H -13.38 -7.12 9.30
H -16.70 -7.91 5.86
C -20.24 -7.25 6.58
H -17.43 -10.50 7.03
H -15.38 -0.63 10.64
H -15.21 1.69 8.59
H -16.03 -2.94 11.13
H -16.92 -3.49 9.74
O -13.27 -1.32 12.35
H -17.87 -9.02 14.05
O -13.33 -5.76 6.97
H -6.62 -7.48 15.24
C -13.78 3.44 11.86
C -19.65 -11.40 12.38
H -16.78 -8.78 4.48
O -20.76 -4.92 6.98
H -16.10 -5.15 3.65
C -15.94 -3.54 10.23
H -18.92 -6.80 15.55
O -18.32 -7.54 15.47
H -11.97 -10.32 5.61
H -9.43 -6.26 12.82
H -12.06 -6.67 15.96
H -21.35 -4.24 6.67
H -16.11 -7.06 2.29
H -11.66 -2.38 11.66
H -7.47 -5.60 8.84
N -15.89 -5.54 4.56
C -15.38 0.65 8.89
H -17.98 -1.57 7.41
H -14.96 -8.32 2.59
H -14.08 -8.83 6.58
C -11.94 -1.35 11.90
C -7.21 -8.40 15.25
H -16.90 -3.08 5.95
H -14.02 -6.97 12.31
H -13.71 3.13 12.90
H -14.18 -6.09 7.28
C -13.63 -6.51 11.40
H -17.71 -7.25 4.42
O -17.94 -12.22 10.67
H -13.64 -8.36 10.52
C -9.32 -7.25 15.45
H -19.43 -7.09 5.86
C -13.51 -4.33 6.98
H -21.28 -12.67 13.01
O -12.52 -3.59 14.89
H -19.47 -8.17 8.19
H -8.70 -6.41 15.77
H -18.80 -11.56 7.03
Fe -19.36 -5.23 8.47
H -16.15 -4.45 12.93
H -18.86 -10.82 12.87
H -15.90 -9.39 10.65
C -16.80 -7.73 4.78
H -11.16 -7.65 14.18
H -16.95 1.75 10.36
H -6.73 -9.17 14.64
C -13.84 -3.77 15.48
H -18.45 -7.43 13.45
H -16.86 0.93 11.84
H -12.55 -6.44 11.56
H -19.05 -9.99 6.48
H -9.35 -7.38 9.67
*
```